(1)
Molecular formula: C9H20BCl2O5PS
Method: DFT, the ωB97M-V functional and the def2-TZVPD basis

Structure (XYZ):
```
39
Properties=species:S:1:pos:R:3:lowdin_charge:R:1
C -5.55158 0.17801 -3.03745 -0.10
C -4.73990 0.90764 -1.93988 -0.22
C -3.23053 0.52314 -2.01917 -0.20
O -3.15928 -0.88331 -2.30427 -0.01
B -2.00257 -1.49071 -1.95364 -0.57
P -1.21387 -2.67511 -3.29732 0.72
O -1.34441 -2.04191 -4.64711 -0.49
C -1.24587 -1.35380 -0.56353 -0.56
Cl 0.53342 -1.35536 -0.60874 0.74
C -1.82293 -1.22592 0.61469 -0.70
C -1.07527 -1.05927 1.92063 -0.11
Cl -3.57548 -1.22357 0.76006 0.76
H -5.59228 -0.90389 -2.86433 0.07
H -6.59058 0.53114 -3.07827 0.07
H -5.04834 0.35261 -4.00124 0.08
H -4.87935 1.99589 -1.98084 0.11
H -5.08260 0.52941 -0.96367 0.08
H -2.76170 1.13694 -2.80402 0.14
H -2.79364 0.80440 -1.05062 0.11
H -2.01602 -3.85975 -3.27467 0.01
H 0.12252 -2.99966 -2.96101 -0.02
H -0.17500 -1.67779 1.98264 0.07
H -1.74391 -1.34388 2.74582 0.07
H -0.84522 0.00590 2.07655 0.10
O 2.35193 0.89885 2.65304 -0.28
S 3.52524 0.41568 1.98783 0.57
O 4.28298 -0.66940 2.53042 -0.27
O 4.50538 1.64398 1.70572 -0.26
C 4.92639 2.44692 2.82284 -0.25
C 5.93858 1.73223 3.69776 -0.08
C 3.13111 0.04010 0.31438 -0.17
H 4.05856 2.76748 3.40315 0.12
H 5.38100 3.34115 2.39908 0.12
H 5.49959 0.86132 4.18303 0.07
H 6.30662 2.39977 4.47786 0.08
H 6.78132 1.38124 3.10136 0.09
H 2.58263 0.87318 -0.11745 0.07
H 2.51031 -0.85778 0.32306 -0.03
H 4.05275 -0.14586 -0.23270 0.08
```

Values from the calculation:
- HOMO level: -0.3420 Ha
- Total charge: 0
- Energy relative to the best compared isomer or geometry (same formula, charge and spin): 70.2 kJ/mol
- Largest force on an atom: 2.42 eV/A
- SMILES: CCCOB([PH2]=O)/C(Cl)=C(/C)Cl.CCOS(C)(=O)=O


(2)
Molecular formula: C9H20IN2O10P3Sn
Method: DFT, the ωB97M-V functional and the def2-TZVPD basis

Structure (XYZ):
```
46
Properties=species:S:1:pos:R:3:lowdin_charge:R:1
Sn -2.71230 -0.85892 -1.49582 1.44
O -2.22032 0.35485 0.58623 -0.24
P -0.87320 1.22884 0.72576 0.37
O -0.57375 1.78636 2.02558 -0.14
O 0.13990 0.01228 0.25960 -0.22
O -0.89392 2.20929 -0.47950 -0.19
P -1.02170 2.00533 -2.12533 0.28
O 0.32845 1.23356 -2.46032 -0.10
O -1.22618 3.27713 -2.78245 -0.18
O -2.15950 0.95577 -2.20100 -0.51
H -2.93402 0.65791 1.17459 0.14
H 0.89730 1.80553 -3.00506 0.12
C 3.61329 -0.25015 -1.82113 -0.05
C 3.79050 0.63897 -0.61730 -0.14
O 2.55587 0.76837 0.22064 -0.12
P 1.61791 -0.25371 0.84059 0.48
O 1.55654 -0.15393 2.35870 -0.14
C 2.13505 0.91828 3.23234 -0.17
C 3.47879 0.47520 3.73927 -0.05
O 1.96137 -1.68826 0.41498 -0.14
C 1.29459 -2.88295 0.99461 -0.19
C 2.26933 -4.02590 0.95795 -0.05
H 4.51297 -0.16372 -2.43112 0.10
H 2.76014 0.06475 -2.42130 0.07
H 3.49354 -1.29364 -1.54077 0.08
H 3.98884 1.66651 -0.89599 0.13
H 4.57768 0.29194 0.04511 0.13
H 1.39942 1.03287 4.01867 0.13
H 2.17804 1.83626 2.65322 0.12
H 3.40268 -0.47731 4.26320 0.09
H 3.84712 1.22151 4.44480 0.10
H 4.20446 0.38501 2.92837 0.08
H 0.42354 -3.07636 0.38047 0.12
H 0.98032 -2.64862 2.00909 0.12
H 2.65185 -4.17768 -0.05110 0.09
H 1.75787 -4.93586 1.27290 0.10
H 3.10540 -3.84818 1.63266 0.09
I -8.85431 0.30742 -1.06568 0.99
C -6.87211 0.46776 -1.60280 -0.75
C -6.24449 1.55412 -2.19203 -0.07
N -4.95423 1.24355 -2.34595 0.03
N -4.70264 -0.00145 -1.90244 -0.20
C -5.86909 -0.47894 -1.43766 -0.17
H -6.65285 2.50469 -2.50006 0.15
H -4.21576 1.79248 -2.76004 0.16
H -5.94239 -1.48094 -1.04446 0.12
```

Values from the calculation:
- HOMO level: -0.5236 Ha
- Total charge: +2
- Largest force on an atom: 1.23 eV/A


(3)
Molecular formula: C9H20N2
Method: DFT, the ωB97M-V functional and the def2-TZVPD basis

Structure (XYZ):
```
31
Properties=species:S:1:pos:R:3:lowdin_charge:R:1
C 1.73048 -0.47097 -2.28903 -0.14
C 0.76813 0.08670 -4.52719 -0.05
C -2.00687 -1.62088 2.13726 0.09
C 0.17826 1.65787 0.26147 -0.01
C 1.25053 0.21748 1.95758 0.03
C 1.97687 -0.21204 -3.64298 -0.23
C -1.87404 -0.37031 2.87537 -0.20
C -1.34114 0.77304 2.00125 -0.05
C -0.34760 -0.78948 0.46620 0.06
N 1.19351 -0.60626 -1.28443 0.17
N 0.03707 0.47144 1.17616 -0.28
H 1.18035 0.55622 -5.36491 0.07
H 0.34777 -0.96102 -4.65859 0.12
H 0.17799 0.76317 -3.95497 0.07
H -1.16940 -1.47401 1.19775 0.07
H -1.65652 -2.55099 2.54989 0.13
H -2.90760 -1.72642 1.51089 0.15
H -0.74642 1.92599 -0.37697 0.16
H 0.33049 2.59551 0.79745 0.12
H 1.09333 1.63727 -0.33762 0.10
H 1.32635 -0.80185 2.29850 0.12
H 2.07602 0.27917 1.27384 0.11
H 1.27998 1.03928 2.69350 0.14
H 2.53659 0.75683 -3.57902 0.15
H 2.53659 -1.04796 -4.15592 0.16
H -1.25634 -0.37438 3.87535 0.18
H -2.88415 -0.03158 3.28182 0.18
H -2.19578 0.91507 1.21714 0.18
H -1.29717 1.66340 2.58709 0.13
H -0.75083 -0.71081 -0.54250 0.13
H 0.41357 -1.58946 0.55563 0.13
```

Values from the calculation:
- HOMO level: -0.6555 Ha
- Total charge: +2
- Energy relative to the best compared isomer or geometry (same formula, charge and spin): 175.4 kJ/mol
- Largest force on an atom: 4.03 eV/A


(4)
Molecular formula: C9H20N2O
Method: DFT, the ωB97M-V functional and the def2-TZVPD basis

Structure (XYZ):
```
32
Properties=species:S:1:pos:R:3:lowdin_charge:R:1
C 0.46693 1.04036 -0.02921 -0.08
C 1.66381 2.80535 1.31043 -0.07
C 1.97176 2.59195 -1.13868 -0.48
C 2.91642 3.77258 -0.98464 -0.04
C -4.08759 -2.61882 1.25580 -0.13
C -2.17182 -2.44359 -0.05653 -0.21
C -0.66901 -2.38412 0.03510 -0.34
C 0.05416 -2.22335 -1.28759 -0.07
C -0.04814 -2.46740 1.20709 0.05
H -0.30560 1.12484 -0.80330 0.08
H 1.09023 0.13731 -0.25025 0.09
H -0.03392 0.89511 0.96186 0.10
H 1.42414 3.88741 1.37426 0.09
H 1.10066 2.27288 2.08025 0.08
H 2.73697 2.72102 1.49348 0.08
H 3.80677 3.49538 -0.39751 0.08
H 2.43883 4.62403 -0.50388 0.07
H 3.26025 4.06021 -1.99153 0.08
H 1.21833 1.27021 -2.30693 0.02
H -4.47290 -3.42698 0.59152 0.10
H -4.44810 -2.76993 2.27745 0.09
H -4.48327 -1.64856 0.90665 0.09
H -2.50427 -3.28465 -0.69704 0.14
H -2.55616 -1.52132 -0.51464 0.13
H -0.14174 -3.07460 -1.93170 0.08
H 1.13441 -2.14587 -1.13828 0.08
H -0.28210 -1.32801 -1.81802 0.07
H -0.59155 -2.58700 2.12799 0.06
H 1.03890 -2.46527 1.25805 0.07
N 1.29317 2.22589 0.01478 -0.19
N 1.88542 2.04884 -2.29200 0.11
O -2.70498 -2.58393 1.24703 -0.21
```

Values from the calculation:
- HOMO level: -0.3114 Ha
- Total charge: 0
- Energy relative to the best compared isomer or geometry (same formula, charge and spin): 147.0 kJ/mol
- Largest force on an atom: 1.10 eV/A
- SMILES: [H]/N=C(/C)N(C)C.C=C(C)COC


(5)
Molecular formula: C9H20N5
Method: DFT, the ωB97M-V functional and the def2-TZVPD basis

Structure (XYZ):
```
34
Properties=species:S:1:pos:R:3:lowdin_charge:R:1
C -1.13765 -0.29188 0.02748 -0.14
C 0.65621 -2.02425 0.40042 -0.39
C -0.71519 -1.76412 -0.15853 0.00
C 1.24881 0.10752 -0.51265 -0.53
C -2.57782 1.68174 0.52085 -0.03
C -3.35307 -0.47391 -0.73365 -0.05
C 3.55668 0.95736 0.05897 -0.04
C -2.51865 0.14886 0.38104 -0.30
C 2.06830 1.26898 -0.02613 -0.36
N -0.19717 0.56997 -0.22639 0.19
N 1.54738 -1.11861 0.15368 0.17
N 0.87047 -3.21233 0.95841 0.18
N 1.32088 0.01457 -1.95241 0.13
N 1.55928 1.68959 1.35163 0.06
H -1.60078 -2.36532 0.09569 0.13
H -0.54508 -1.84258 -1.23092 0.14
H -2.37451 2.38888 -0.26834 0.10
H -1.79724 1.96463 1.23599 0.09
H -3.44007 1.90772 1.01560 0.06
H -3.13209 -0.21351 -1.74577 0.09
H -4.41162 -0.27399 -0.62231 0.09
H -3.52302 -1.56386 -0.57267 0.10
H 3.88213 0.80116 1.07249 0.07
H 4.13955 1.80429 -0.37596 0.09
H 3.71116 0.02575 -0.57849 0.10
H -2.83525 -0.33716 1.32243 0.17
H 1.69969 2.09764 -0.69580 0.15
H 0.08531 -3.70405 1.24615 0.08
H 1.81105 -3.54506 1.31240 0.17
H 0.91030 -0.80883 -2.35537 0.08
H 2.05611 0.50636 -2.46903 0.11
H 2.06887 1.31273 2.06966 0.03
H -0.37503 1.58425 0.12546 0.16
H 1.34205 2.70744 1.17608 0.11
```

Values from the calculation:
- HOMO level: -0.4568 Ha
- Total charge: +1
- Energy relative to the best compared isomer or geometry (same formula, charge and spin): 80.5 kJ/mol
- Largest force on an atom: 6.16 eV/A
- SMILES: CC(C)C1=[NH+][C@@](N)([C@H](C)N)N=C(N)C1


(6)
Molecular formula: C9H20NO2
Method: DFT, the ωB97M-V functional and the def2-TZVPD basis

Structure (XYZ):
```
32
Properties=species:S:1:pos:R:3:lowdin_charge:R:1
C -0.68415 -1.62406 -4.85525 -0.10
C -0.17302 -1.17554 -3.58526 -0.36
H -0.38539 -0.16195 -3.53240 0.09
H 0.93643 -1.33587 -3.37018 0.15
C -0.71413 -1.78796 -2.33648 -0.10
C -0.50961 -1.15696 -0.93176 -0.51
O -1.22853 -1.07750 0.04126 0.06
O 0.75474 -0.84643 -0.82180 -0.01
C 1.19331 -0.42863 0.48264 -0.07
C 0.62630 1.01777 0.72984 -0.06
H -0.48894 1.11962 0.31774 0.19
H 1.30402 1.70902 0.64310 0.07
N 0.46140 1.20322 2.16475 -0.35
C 1.27880 0.77033 3.08024 -0.11
H 1.26412 0.99952 4.14898 0.14
H 1.46779 -0.14322 3.06337 0.02
H 2.39167 1.37290 2.64913 0.23
C -0.96695 0.56092 2.55985 0.00
H -0.97465 -0.71783 2.18360 0.20
H -1.21652 0.54557 3.65594 0.12
H -1.77294 0.86267 2.15761 0.00
C -0.15467 2.77270 2.53731 0.14
H -0.89114 3.00051 1.78655 0.10
H 0.77341 3.36284 2.31446 0.11
H -0.34631 2.54209 3.59407 0.10
H 0.81114 -1.18806 1.05258 0.09
H 2.38801 -0.27261 0.25568 0.21
H -0.89439 -2.94630 -2.26457 0.16
H -2.04195 -1.45475 -2.38818 0.21
H -1.70116 -1.41131 -5.00192 0.07
H -0.52976 -2.83687 -4.78873 0.15
H 0.02303 -1.27383 -5.54220 0.06
```

Values from the calculation:
- HOMO level: -0.4893 Ha
- Total charge: +1
- Energy relative to the best compared isomer or geometry (same formula, charge and spin): 697.4 kJ/mol
- Largest force on an atom: 13.25 eV/A


no.,calculated total energy (eV),HOMO-LUMO gap (eV),LUMO level (eV)
1,-65739.7143,8.7,-0.559
2,-74906.0844,7.4,-6.830
3,-12615.6551,8.0,-9.806
4,-14683.5347,9.2,0.748
5,-17100.8438,9.3,-3.158
6,-15227.9826,10.6,-2.746